(1)
The following is a DFT calculation (the ωB97M-V functional and the def2-TZVPD basis) of C52H38BrN2O11P2SW as an isolated structure.

Positions of all 108 atoms, in Å:
W: 1.489 -2.442 0.106
O: -2.108 -0.823 -0.233
C: -1.231 -1.858 -0.158
O: -0.210 -1.664 0.633
C: -1.241 -2.974 -0.975
C: -1.801 -3.073 -3.396
C: -0.961 -4.184 -3.923
C: 0.049 -4.730 -3.214
C: 0.529 -4.330 -1.933
N: 0.006 -3.529 -1.009
C: 1.910 -4.779 -1.531
O: 2.518 -5.639 -2.142
O: 2.340 -4.160 -0.468
H: -2.672 -2.929 -4.046
H: -1.203 -4.575 -4.900
H: 0.663 -5.500 -3.661
C: -3.847 5.227 -0.340
C: -2.346 4.912 -0.238
C: -1.527 6.213 -0.286
C: -2.066 4.204 1.079
C: -2.385 4.779 2.305
C: -2.119 4.124 3.496
C: -1.513 2.875 3.502
C: -1.172 2.280 2.302
P: -0.318 0.669 2.001
C: 1.216 0.969 2.947
C: 2.022 -0.228 3.256
C: 3.501 -0.206 2.897
C: 4.062 1.135 2.677
C: 3.290 2.234 2.676
C: 1.861 2.135 2.680
C: -1.454 -0.473 2.864
C: -2.816 -0.268 2.638
C: -3.734 -1.271 2.879
C: -3.309 -2.500 3.353
C: -1.962 -2.717 3.589
C: -1.039 -1.721 3.330
C: -1.458 2.956 1.112
O: -1.086 2.279 0.001
C: -1.335 2.805 -1.218
C: -0.935 1.995 -2.281
C: -1.149 2.436 -3.574
C: -1.749 3.665 -3.794
C: -2.132 4.455 -2.725
C: -1.940 4.041 -1.412
P: -0.037 0.425 -1.815
C: 1.277 0.637 -3.042
C: 2.388 1.418 -2.608
C: 3.634 1.174 -3.086
C: 3.815 -0.171 -3.726
C: 2.684 -0.416 -4.674
C: 1.446 -0.084 -4.258
C: -1.315 -0.737 -2.491
C: -1.015 -1.789 -3.258
C: -2.302 -3.430 -1.945
C: -3.638 -2.780 -1.802
C: -3.751 -1.462 -1.801
C: -2.545 -0.589 -1.600
H: -4.164 5.845 0.496
H: -4.425 4.306 -0.326
H: -4.069 5.755 -1.264
H: -1.796 6.860 0.545
H: -1.702 6.744 -1.218
H: -0.466 5.983 -0.218
H: -2.849 5.755 2.333
H: -2.383 4.599 4.430
H: -1.300 2.372 4.434
H: 1.669 -0.886 4.043
H: 4.975 -1.705 2.633
H: 5.129 1.196 2.536
H: 3.736 3.209 2.555
H: 1.288 3.008 2.400
H: -3.145 0.677 2.227
H: -4.783 -1.116 2.660
H: -4.023 -3.295 3.513
H: -1.626 -3.684 3.930
H: 0.011 -1.938 3.456
H: -0.841 1.816 -4.402
H: -1.912 4.013 -4.803
H: -2.591 5.412 -2.923
H: 2.207 2.223 -1.907
H: 4.494 1.779 -2.845
H: 4.794 -0.284 -4.203
H: 2.869 -0.939 -5.599
H: 0.578 -0.293 -4.868
H: -0.034 -1.830 -3.704
H: -2.387 -4.518 -1.864
H: -4.508 -3.419 -1.832
H: -4.717 -0.981 -1.779
H: -2.862 0.460 -1.596
Br: 4.946 0.219 -0.457
C: 2.511 -0.890 1.954
C: 4.518 -1.203 3.495
C: 3.989 -2.238 4.431
C: 3.074 -3.175 4.087
C: 2.401 -3.224 2.842
N: 2.393 -2.285 1.884
C: 1.398 -4.291 2.481
O: 1.214 -5.285 3.163
O: 0.696 -3.949 1.432
H: 5.298 -0.626 3.994
H: 4.425 -2.269 5.420
H: 2.826 -3.978 4.766
O: 3.765 -1.193 -2.691
S: 3.070 -0.801 -1.209
O: 2.041 -0.387 0.759
O: 1.520 -1.524 -1.510
O: 3.475 -2.039 -0.437

The calculation puts the frontier orbital gap (alpha / beta) at 5.8 / 5.8 eV. Its energy above the lowest of the compared OMol25 structures with the same formula, charge and spin is 165.2 kcal/mol. As for the spin multiplicity: 3. The net charge is -1.

***

(2)
The following is a DFT calculation (the ωB97M-V functional and the def2-TZVPD basis) of C52H41IN2O2PTl as an isolated structure.

Positions of all 100 atoms, in Å:
Tl: -0.783 0.750 2.382
O: -2.426 2.446 0.624
C: -3.389 2.287 -0.086
C: -4.457 3.161 -0.439
C: -5.513 2.895 -1.171
C: -5.823 1.615 -1.696
C: -4.913 0.692 -1.272
C: -3.633 0.787 -0.764
C: -2.830 -0.258 -0.682
N: -1.645 -0.402 -0.402
C: -1.260 -1.787 -0.518
C: 0.345 -1.840 -0.508
N: 0.829 -1.244 0.841
C: 1.762 -1.853 1.422
C: 2.488 -1.518 2.702
C: 2.823 -2.788 3.462
C: 3.373 -2.667 4.706
C: 3.601 -1.436 5.244
C: 3.191 -0.286 4.579
C: 2.554 -0.304 3.300
O: 1.935 0.783 2.806
H: -4.219 4.146 -0.084
H: -5.867 3.974 -1.190
H: -6.620 1.105 -2.008
H: -5.423 -0.409 -1.298
H: -3.508 -1.286 -0.781
H: -1.742 -2.493 -1.211
H: -1.402 -2.078 0.584
H: 0.353 -1.211 -1.439
H: 1.043 -2.771 -0.958
H: 2.202 -2.818 0.960
H: 2.914 -3.822 2.777
H: 3.731 -3.718 4.897
H: 3.981 -1.240 6.356
H: 3.185 0.624 5.404
I: 2.714 2.036 0.636
C: 3.526 3.384 -0.931
C: 4.700 3.893 -0.482
C: 5.304 4.887 -1.158
C: 4.677 5.425 -2.214
C: 3.456 4.905 -2.763
C: 2.867 5.560 -3.896
C: 1.819 4.952 -4.454
C: 1.319 3.726 -3.994
C: 1.872 3.101 -2.838
P: 1.592 1.345 -2.412
C: 3.268 0.787 -2.971
C: 3.906 1.130 -4.151
C: 5.219 0.831 -4.489
C: 5.932 0.129 -3.522
C: 5.296 -0.318 -2.305
C: 4.007 -0.005 -2.097
C: 0.459 0.561 -3.629
C: 0.701 0.119 -4.924
C: -0.416 -0.298 -5.634
C: -1.707 -0.303 -5.024
C: -1.966 0.262 -3.738
C: -0.826 0.714 -3.075
C: 2.908 3.743 -2.160
H: 5.210 3.511 0.415
H: 6.190 5.296 -0.776
H: 5.195 6.314 -2.716
H: 3.521 6.390 -4.347
H: 1.457 5.380 -5.454
H: 0.490 3.227 -4.645
H: 3.504 1.796 -5.055
H: 5.688 1.384 -5.323
H: 6.895 -0.394 -3.599
H: 5.776 -0.930 -1.687
H: 3.517 -0.410 -1.046
H: 1.729 -0.091 -5.296
H: -0.369 -0.722 -6.644
H: -2.835 -0.692 -5.477
H: -2.940 0.533 -3.350
H: -1.166 1.203 -2.062
C: -6.778 -3.110 3.197
C: -5.714 -3.546 3.906
C: -4.430 -3.044 3.420
C: -4.423 -1.867 2.622
C: -5.624 -1.398 2.068
C: -6.768 -2.009 2.348
C: -3.117 -1.249 2.337
C: -1.953 -1.629 2.918
C: -1.402 -2.451 3.837
C: -0.889 -1.967 5.128
C: -0.176 -2.737 5.976
C: 0.194 -4.081 5.613
C: -0.082 -4.402 4.342
C: -0.834 -3.731 3.431
H: -7.688 -3.770 3.158
H: -5.793 -4.460 4.483
H: -3.708 -3.729 4.053
H: -5.669 -0.400 1.583
H: -7.632 -1.863 1.571
H: -3.455 -0.423 1.683
H: -1.531 -0.904 5.357
H: -0.265 -2.426 7.000
H: 0.693 -4.740 6.428
H: 0.364 -5.401 3.843
H: -0.669 -4.066 2.440

The calculation puts the frontier orbital gap at 4.9 eV. Its energy above the lowest of the compared OMol25 structures with the same formula, charge and spin is 306.0 kcal/mol. As for the spin multiplicity: 1. The net charge is -2.

***

(3)
The following is a DFT calculation (the ωB97M-V functional and the def2-TZVPD basis) of C52H43BBr9N8O18 as an isolated structure.

Positions of all 131 atoms, in Å:
O: 1.267 -2.011 3.746
C: 0.823 -1.078 3.082
O: 1.032 -0.852 1.893
B: 0.522 0.443 1.477
O: -0.240 0.976 2.671
C: 0.095 0.123 3.674
O: -0.132 0.230 4.863
O: -0.378 0.389 0.279
C: 0.184 0.915 -0.824
O: -0.202 0.972 -2.005
C: 1.448 1.619 -0.361
O: 1.606 1.331 0.940
O: 2.239 2.217 -1.152
C: -2.747 2.045 10.037
Br: -1.835 3.202 11.374
Br: -4.693 1.752 10.462
Br: -1.932 0.125 10.419
H: -2.507 2.430 9.046
C: 3.246 -3.367 9.276
Br: 4.483 -1.780 9.248
Br: 3.093 -4.194 11.120
Br: 3.587 -4.796 7.882
H: 2.278 -2.908 9.079
C: 6.171 -3.884 3.019
Br: 6.258 -1.909 3.320
Br: 7.762 -4.868 3.790
Br: 5.983 -4.158 1.135
H: 5.248 -4.311 3.412
C: -1.769 7.850 -0.856
C: -2.680 8.850 -1.176
C: -3.995 8.495 -1.237
C: -4.444 7.191 -1.050
C: -3.504 6.270 -0.574
C: -2.167 6.604 -0.530
N: -5.933 6.803 -1.212
O: -6.351 5.713 -1.063
O: -6.603 7.796 -1.482
H: -0.744 8.165 -0.986
H: -2.337 9.858 -1.359
H: -4.715 9.274 -1.438
H: -3.757 5.222 -0.497
H: -1.445 5.894 -0.154
C: -3.567 -4.901 7.374
C: -4.215 -5.289 8.527
C: -3.809 -6.473 9.170
C: -2.786 -7.248 8.662
C: -2.104 -6.883 7.450
C: -2.476 -5.709 6.828
N: -2.377 -8.504 9.312
O: -2.047 -9.407 8.574
O: -2.412 -8.612 10.514
H: -3.868 -3.977 6.904
H: -4.974 -4.652 8.955
H: -4.271 -6.812 10.086
H: -1.317 -7.568 7.172
H: -1.965 -5.355 5.945
C: -5.973 0.838 -4.334
C: -6.107 0.558 -2.899
C: -7.369 0.321 -2.370
C: -8.512 0.542 -3.163
C: -8.337 0.871 -4.532
C: -7.074 0.932 -5.107
N: -9.859 0.688 -2.561
O: -9.990 0.738 -1.346
O: -10.747 0.881 -3.412
H: -5.070 0.950 -4.916
H: -5.290 0.660 -2.200
H: -7.659 0.218 -1.334
H: -9.098 1.388 -5.097
H: -6.969 1.188 -6.151
C: 5.682 -2.298 -5.215
C: 5.775 -1.015 -5.666
C: 6.598 -0.782 -6.696
C: 7.471 -1.758 -7.230
C: 7.442 -3.050 -6.720
C: 6.530 -3.331 -5.782
N: 8.406 -1.319 -8.333
O: 9.491 -1.885 -8.369
O: 8.115 -0.416 -9.118
H: 4.944 -2.548 -4.467
H: 5.010 -0.377 -5.247
H: 6.636 0.249 -7.017
H: 8.246 -3.659 -7.106
H: 6.660 -4.298 -5.318
C: 0.562 -4.216 -2.748
C: 1.182 -5.457 -2.341
C: 1.503 -6.409 -3.293
C: 1.176 -6.154 -4.614
C: 0.426 -5.016 -5.049
C: 0.093 -4.020 -4.017
N: 1.580 -7.113 -5.731
O: 1.581 -8.236 -5.280
O: 1.959 -6.669 -6.850
H: 0.305 -3.470 -2.011
H: 1.486 -5.619 -1.318
H: 1.964 -7.346 -3.019
H: 0.479 -4.876 -6.119
H: -0.333 -3.081 -4.335
N: 5.777 6.419 3.062
C: 6.906 7.246 2.863
C: 7.780 6.981 1.823
C: 7.732 5.768 1.232
C: 6.645 4.831 1.476
C: 5.686 5.230 2.428
H: 6.926 8.161 3.438
H: 8.631 7.642 1.745
H: 8.560 5.601 0.559
H: 6.597 3.819 1.101
H: 4.723 4.743 2.469
N: 4.502 5.038 -9.522
C: 3.883 5.004 -8.353
C: 3.214 3.874 -7.842
C: 3.195 2.811 -8.654
C: 3.816 2.782 -9.844
C: 4.471 3.929 -10.331
H: 4.105 5.889 -7.776
H: 2.817 3.893 -6.838
H: 2.646 1.952 -8.300
H: 3.605 1.922 -10.463
H: 4.959 4.017 -11.291
N: -5.464 -1.276 2.843
C: -5.289 0.076 2.996
C: -6.065 0.777 3.926
C: -7.133 0.108 4.564
C: -7.325 -1.280 4.385
C: -6.418 -1.902 3.548
H: -4.459 0.440 2.409
H: -5.839 1.818 4.105
H: -7.675 0.614 5.350
H: -8.074 -1.797 4.965
H: -6.379 -2.980 3.599

The calculation puts the frontier orbital gap at 8.4 eV. As for the spin multiplicity: 1. The net charge is -1.